[1]
{
  "formula": "C32H37ClFN5O6S2Sb2Ti",
  "method": "ωB97M-V/def2-TZVPD",
  "species": ["Ti", "S", "C", "N", "C", "C", "C", "C", "C", "C", "S", "H", "H", "H", "H", "C", "Sb", "C", "C", "C", "C", "C", "C", "C", "C", "C", "Sb", "C", "C", "H", "H", "H", "H", "H", "H", "H", "H", "H", "H", "H", "H", "H", "H", "H", "H", "H", "H", "H", "H", "Cl", "C", "C", "C", "C", "N", "C", "H", "H", "H", "H", "F", "C", "C", "N", "C", "C", "O", "O", "C", "O", "N", "C", "O", "H", "H", "H", "H", "N", "C", "C", "O", "O", "H", "H", "H", "H", "H"],
  "positions_angstrom": [[-0.310504, 1.239588, -0.156578], [1.320419, 3.613593, 1.723904], [1.734660, 2.006528, 2.006113], [1.328258, 0.951669, 1.309783], [1.900355, -0.237786, 1.752853], [1.767939, -1.479903, 1.135352], [2.414944, -2.574486, 1.683510], [3.189258, -2.448653, 2.836440], [3.347087, -1.214141, 3.444758], [2.711723, -0.113005, 2.887861], [2.782363, 1.561109, 3.352702], [1.194806, -1.569029, 0.220120], [2.326273, -3.541131, 1.202330], [3.694645, -3.314473, 3.242838], [3.974498, -1.106211, 4.319919], [-2.836487, -0.221324, 2.826790], [-1.847858, -0.964032, 1.068867], [-1.216951, -2.784983, 1.972254], [-3.672034, -1.651662, 0.082378], [-3.791634, -3.135963, -0.034487], [-4.358533, -3.857866, 1.016299], [-4.435896, -5.239731, 0.993528], [-3.940910, -5.929480, -0.104800], [-3.391322, -5.223718, -1.161836], [-3.310592, -3.829711, -1.155052], [-2.686321, -3.123166, -2.318356], [-0.580878, -2.680045, -1.952689], [-0.240735, -1.805691, -3.877782], [0.062404, -4.653834, -2.500446], [-3.588924, 0.514279, 2.539832], [-2.100762, 0.247507, 3.481114], [-3.319442, -1.039660, 3.360156], [-2.085838, -3.325704, 2.344069], [-0.547350, -2.530313, 2.792725], [-0.677968, -3.400789, 1.256964], [-3.715887, -1.158464, -0.886988], [-4.480585, -1.245303, 0.692084], [-4.744273, -3.313821, 1.872631], [-4.880035, -5.772840, 1.824009], [-3.992795, -7.009783, -0.143758], [-3.024552, -5.759889, -2.030117], [-3.191744, -2.186482, -2.554163], [-2.717268, -3.745148, -3.213867], [-0.715352, -2.409987, -4.651159], [0.830105, -1.739449, -4.068607], [-0.647582, -0.795309, -3.902284], [-0.336097, -4.920566, -3.479186], [-0.287245, -5.369034, -1.756431], [1.150662, -4.690235, -2.533017], [-3.833737, -0.209218, -4.598391], [-3.144147, 1.068063, -3.660470], [-3.381820, 2.394689, -3.974194], [-2.792901, 3.366200, -3.181895], [-1.999204, 2.978557, -2.116947], [-1.785368, 1.695444, -1.816168], [-2.343021, 0.756581, -2.576940], [-4.007355, 2.652562, -4.817666], [-2.940261, 4.415915, -3.391856], [-1.501694, 3.704942, -1.486727], [-2.133172, -0.274356, -2.317144], [5.405044, -0.430473, 0.686684], [4.822910, -0.717823, -0.476900], [4.057586, 0.171034, -1.109764], [3.463225, -0.104830, -2.326741], [2.588738, 0.899034, -2.913523], [1.385560, 1.109170, -2.010360], [1.079944, 2.253598, -1.614823], [0.740750, 0.075142, -1.644138], [3.590556, -1.333160, -2.933696], [3.062153, -1.626458, -3.987423], [4.379756, -2.228666, -2.236956], [5.033414, -2.055062, -1.017025], [5.683684, -2.939675, -0.513270], [3.865781, 1.151889, -0.690619], [2.252958, 0.516247, -3.875556], [3.121489, 1.837638, -3.056016], [4.489768, -3.132208, -2.674357], [-2.842533, 4.067686, 3.960464], [-1.760681, 3.456211, 3.191725], [-2.284405, 2.972022, 1.856753], [-3.536689, 3.282563, 1.587537], [-1.602800, 2.338892, 1.079054], [-2.582387, 4.972405, 4.325474], [-3.129566, 3.489037, 4.738009], [-3.839026, 3.781216, 2.388066], [-1.277284, 2.613203, 3.687424], [-0.954159, 4.157926, 2.973414]],
  "forces_ev_per_a": [[0.26, -0.26, 0.11], [0.11, 0.06, -0.11], [-0.13, -0.06, 0.15], [0.06, -0.13, -0.15], [0.05, 0.06, 0.02], [0.02, 0.02, -0.01], [-0.01, 0.00, -0.03], [0.02, 0.00, 0.00], [0.04, 0.01, -0.02], [-0.03, 0.00, -0.02], [0.02, 0.02, -0.03], [-0.02, 0.01, 0.03], [0.00, 0.00, 0.00], [-0.01, 0.00, 0.00], [0.00, 0.00, 0.00], [-0.04, -0.02, 0.01], [0.02, 0.15, 0.03], [-0.01, 0.03, 0.01], [-0.04, 0.03, 0.00], [0.04, 0.00, 0.07], [-0.01, 0.01, 0.00], [0.02, -0.01, -0.03], [-0.01, 0.02, 0.03], [-0.02, 0.02, -0.03], [0.06, -0.03, -0.09], [-0.04, -0.07, 0.00], [0.02, -0.20, -0.12], [-0.02, 0.01, -0.08], [-0.01, -0.03, -0.01], [0.00, 0.01, 0.01], [0.00, -0.02, 0.01], [-0.02, 0.01, 0.01], [0.02, 0.00, 0.00], [0.01, -0.01, 0.01], [0.00, -0.02, -0.02], [-0.03, 0.02, 0.02], [0.01, -0.01, 0.01], [0.00, 0.00, 0.00], [0.00, 0.00, 0.00], [0.00, 0.00, 0.00], [0.01, 0.00, 0.00], [-0.01, -0.06, -0.01], [-0.01, -0.01, 0.00], [-0.02, -0.01, 0.00], [-0.06, -0.08, 0.05], [0.00, -0.05, -0.03], [0.01, 0.00, 0.00], [-0.01, -0.01, 0.00], [0.00, 0.01, -0.01], [0.00, 0.03, -0.02], [0.00, 0.00, -0.01], [0.00, -0.01, 0.01], [0.00, 0.01, -0.01], [-0.01, -0.01, -0.01], [-0.03, 0.05, -0.03], [0.00, -0.01, 0.06], [0.00, 0.00, 0.00], [0.00, 0.00, 0.00], [0.00, 0.00, 0.01], [-0.07, 0.10, 0.01], [-0.02, -0.01, 0.04], [-0.04, -0.02, 0.02], [0.05, 0.05, 0.03], [0.08, 0.05, -0.04], [-0.06, -0.01, 0.00], [-0.07, 0.15, -0.02], [0.09, -0.02, -0.09], [0.06, 0.23, 0.13], [-0.03, -0.04, 0.12], [0.08, 0.00, -0.03], [-0.02, 0.02, -0.03], [0.05, -0.05, 0.02], [-0.03, 0.03, -0.02], [-0.01, -0.01, -0.01], [0.02, 0.00, -0.01], [0.01, -0.01, 0.04], [0.00, -0.01, 0.00], [-0.02, -0.04, 0.02], [-0.07, 0.06, 0.01], [0.10, 0.02, 0.16], [0.02, 0.02, 0.01], [-0.31, 0.06, -0.14], [0.01, 0.00, -0.01], [-0.01, 0.01, -0.01], [0.01, -0.02, -0.01], [-0.01, 0.00, 0.00], [0.01, -0.02, -0.01]],
  "s_squared": 2.004,
  "relative_energy_ev": 0.620,
  "spin_multiplicity": 3,
  "orbital_gap_ev": [6.33, 7.06],
  "e_tot_ha": -4653.39251,
  "lumo_ev": [0.0, -0.1]
}

[2]
{
  "formula": "C7H8O",
  "method": "ωB97M-V/def2-TZVPD",
  "species": ["C", "C", "C", "C", "C", "C", "C", "O", "H", "H", "H", "H", "H", "H", "H", "H"],
  "positions_angstrom": [[-2.378016, 0.034996, -0.032348], [-0.949177, -0.647835, -0.191281], [0.229989, 0.042964, -1.038961], [1.264332, -1.031893, -0.699853], [1.138359, -1.067111, 0.698145], [-0.009435, -0.346792, 1.075682], [0.478745, 0.930318, 0.106874], [0.876537, 2.006411, 0.125588], [-3.129262, -0.568932, 0.570627], [-2.808342, 0.148641, -1.120568], [-2.259780, 1.092383, 0.459661], [-1.085437, -1.666045, -0.551876], [0.147039, 0.527252, -2.002063], [2.132927, -1.405787, -1.332466], [1.881469, -1.476878, 1.396095], [-0.539693, -0.189802, 2.066335]],
  "forces_ev_per_a": [[0.32, 1.12, -1.34], [-1.62, 1.83, 0.49], [-1.34, -2.39, -0.37], [1.44, 0.53, 1.58], [3.42, -2.92, -1.66], [-3.16, 2.14, -0.60], [-1.40, -2.15, 0.52], [1.21, 3.63, 1.13], [1.22, 0.61, -0.67], [0.56, 0.01, 2.16], [-0.38, -1.89, -1.02], [0.27, -0.25, 0.60], [-0.12, -0.42, -0.37], [-1.34, 0.74, 1.08], [-0.43, -0.06, -0.47], [1.33, -0.53, -1.07]],
  "relative_energy_ev": 3.585,
  "orbital_gap_ev": 9.82,
  "e_tot_ha": -346.64376,
  "smiles": "C[C@H]1[C@@H]2C=C[C@H]1C2=O",
  "lumo_ev": 1.1
}

[3]
{
  "formula": "C5H12O",
  "method": "ωB97M-V/def2-TZVPD",
  "species": ["C", "O", "C", "C", "C", "C", "H", "H", "H", "H", "H", "H", "H", "H", "H", "H", "H", "H"],
  "positions_angstrom": [[-0.608449, -2.589448, 0.840961], [0.070152, -1.490434, 0.619378], [-0.348024, -0.409478, 0.041059], [0.612878, 0.733277, -0.071204], [0.617699, 1.600626, 1.199035], [0.282955, 1.578572, -1.304499], [-0.788751, -2.556410, -1.334919], [-1.692007, -2.533809, 0.847887], [-0.052451, -3.351199, 1.366862], [-0.719791, -1.864121, -1.660645], [-1.425499, -0.279345, -0.062616], [1.615049, 0.302107, -0.195127], [0.868401, 1.002541, 2.081522], [1.350719, 2.411817, 1.114346], [-0.368592, 2.051709, 1.364128], [0.338418, 0.980376, -2.219444], [-0.730637, 1.992830, -1.230939], [0.977928, 2.420389, -1.395784]],
  "forces_ev_per_a": [[-0.28, -0.27, 0.21], [0.43, 0.01, 0.10], [-0.22, 0.35, -0.11], [0.01, -0.04, -0.02], [0.00, 0.02, 0.07], [-0.02, 0.03, -0.05], [0.01, 0.13, -0.12], [0.13, -0.03, -0.02], [-0.07, 0.09, -0.08], [-0.02, -0.14, 0.03], [0.14, 0.00, -0.01], [-0.13, 0.04, 0.01], [-0.03, 0.09, -0.13], [-0.10, -0.12, 0.00], [0.13, -0.07, -0.04], [-0.01, 0.09, 0.13], [0.14, -0.06, 0.00], [-0.10, -0.13, 0.02]],
  "relative_energy_ev": 4.408,
  "orbital_gap_ev": [8.24, 8.02],
  "e_tot_ha": -272.78667,
  "lumo_ev": [0.9, 0.9]
}